(A)
An isolated ion of composition C2H5N2S and charge +1, computed with ωB97M-V with the def2-TZVPD basis set.

HOMO (eV): -14.42
Charge: +1
Orbital gap (eV): 10.15

XYZ file:
```
10
Properties=species:S:1:pos:R:3:nbo_charge:R:1
H 1.79 -2.41 0.79 0.399
N 1.27 -1.59 1.12 -0.520
C 1.26 -0.60 0.42 0.160
S 2.17 0.51 -0.67 0.240
C 0.71 0.73 0.43 -0.227
N -0.61 0.83 -0.25 -0.701
H 0.68 1.31 1.29 0.252
H -1.26 0.07 0.22 0.475
H -0.33 0.46 -1.18 0.458
H -1.02 1.75 -0.37 0.463
```

=====

(B)
An isolated ion of composition C2H5N2S and charge +1, computed with ωB97M-V with the def2-TZVPD basis set.

HOMO (eV): -12.48
Charge: +1
Orbital gap (eV): 8.24

XYZ file:
```
10
Properties=species:S:1:pos:R:3:nbo_charge:R:1
C -1.50 1.16 -0.01 0.350
C -0.08 -0.81 -0.42 -0.629
N -1.78 1.74 0.96 -0.488
N 1.42 -0.83 -0.02 -0.716
S -0.54 0.68 -1.22 0.445
H -0.22 -1.54 -1.26 0.207
H -2.40 2.29 1.62 0.503
H 1.69 0.13 0.43 0.459
H 1.86 -1.29 -0.77 0.436
H 1.54 -1.53 0.69 0.433
```

=====

Stability order, top to bottom: (A), (B)